Entry 1:
C37H48N12O2PSSeV as an isolated structure, computed with ωB97M-V/def2-TZVPD.

Geometry as XYZ:
```
103
C37H48N12O2PSSeV (ωB97M-V/def2-TZVPD)
V -1.240 -0.023 0.121
C -4.183 0.547 -0.235
N -3.241 -0.554 -0.580
C -3.593 -1.889 -0.028
C -2.907 -2.056 1.295
N -1.847 -1.343 1.606
C -1.463 -1.770 2.885
C -0.419 -1.349 3.708
C -0.271 -1.981 4.925
C -1.145 -3.009 5.326
C -2.190 -3.422 4.528
C -2.323 -2.779 3.301
N -3.235 -2.933 2.258
C -3.624 1.412 0.857
N -2.379 1.340 1.276
C -2.283 2.261 2.332
C -1.239 2.548 3.211
C -1.442 3.534 4.155
C -2.666 4.218 4.249
C -3.724 3.909 3.420
C -3.499 2.916 2.472
N -4.336 2.339 1.520
H -4.354 1.150 -1.126
H -5.152 0.152 0.072
H -3.218 -0.624 -1.589
H -4.670 -2.026 0.062
H -3.226 -2.649 -0.719
H 0.234 -0.542 3.399
H 0.525 -1.683 5.596
H -0.997 -3.480 6.290
H -2.872 -4.201 4.847
H -4.007 -3.581 2.241
H -0.316 1.975 3.222
H -0.651 3.776 4.854
H -2.787 4.984 5.004
H -4.682 4.406 3.515
H -5.301 2.580 1.358
C 2.951 0.429 -4.133
S 2.107 1.065 -2.666
C 2.282 2.837 -2.980
H 2.453 0.774 -5.038
H 2.910 -0.660 -4.102
H 3.991 0.754 -4.146
H 3.333 3.104 -3.080
H 1.855 3.367 -2.130
H 1.744 3.117 -3.885
C 4.699 -2.630 1.388
N 4.545 -1.880 0.051
C 5.342 -0.562 0.155
N 4.903 0.192 1.274
C 5.055 -0.575 2.511
N 4.272 -1.811 2.465
C 2.825 -1.565 2.480
P 2.230 -0.565 1.011
C 3.099 -1.616 -0.262
C 3.554 0.743 1.112
H 5.756 -2.872 1.481
H 4.116 -3.546 1.315
H 4.948 -2.449 -0.695
H 5.196 -0.024 -0.779
H 6.386 -0.850 0.264
H 4.730 0.031 3.354
H 6.106 -0.825 2.650
H 2.574 -1.035 3.400
H 2.295 -2.519 2.511
H 3.047 -1.101 -1.221
H 2.595 -2.578 -0.355
H 3.335 1.395 1.956
H 3.504 1.345 0.205
N 0.082 -1.329 -5.213
C 0.234 -2.533 -4.609
O 0.507 -3.549 -5.204
C 0.061 -2.595 -3.103
C 0.182 -3.842 -2.510
C 0.121 -3.934 -1.127
C -0.113 -2.790 -0.392
N -0.319 -1.577 -0.950
C -0.188 -1.503 -2.292
H 0.196 -1.300 -6.215
H -0.161 -0.480 -4.735
H 0.339 -4.707 -3.144
H 0.249 -4.883 -0.622
H -0.140 -2.830 0.690
H -0.243 -0.500 -2.690
Se -1.055 3.143 -0.968
N -1.391 1.484 -1.588
C -2.008 1.644 -2.758
C -2.480 0.598 -3.617
C -3.082 0.929 -4.789
C -3.281 2.291 -5.198
C -2.864 3.314 -4.420
C -2.214 3.017 -3.176
N -1.779 3.947 -2.339
H -2.361 -0.448 -3.362
H -3.424 0.137 -5.445
H -3.779 2.489 -6.138
H -3.009 4.351 -4.697
C 1.520 3.605 1.094
O 1.020 2.283 0.809
H 1.912 3.668 2.110
H 0.748 4.365 0.971
H 2.324 3.800 0.388
H 0.378 2.091 1.503
```

Gap between HOMO and LUMO (spin up / spin down) ... 0.267 / 0.280 hartree
Net charge ... +3
Relative energy (zero: lowest compared OMol25 entry of this formula, charge and spin) ... 0.00 kcal per mole
2S+1 ... 4
Largest force on an atom ... 0.0281 Eh/bohr
LUMO level (spin up / spin down) ... -0.2897 / -0.2917 hartree

Löwdin population analysis, charges in e, atoms 1 to 2: V 0.7164; C -0.0570

=====

Entry 2:
A 3-piece molecular cluster, C35H76N6O4P3 overall, computed with ωB97M-V/def2-TZVPD.

Geometry as XYZ:
```
124
C35H76N6O4P3 (ωB97M-V/def2-TZVPD)
C 11.558 -0.272 1.636
O 12.910 -0.363 1.200
C 13.069 -0.265 -0.211
C 13.246 -1.657 -0.862
C 11.871 -2.330 -1.043
C 11.981 -3.757 -1.641
C 10.562 -4.422 -1.660
C 9.976 -4.407 -3.100
C 8.981 -5.609 -3.249
C 7.570 -5.117 -2.779
C 6.748 -6.292 -2.183
C 5.279 -6.328 -2.671
C 4.416 -7.158 -1.679
C 3.056 -6.475 -1.294
C 3.210 -5.651 0.048
C 1.782 -5.464 0.669
C 0.929 -4.246 0.236
C 0.304 -4.372 -1.182
C 0.138 -3.049 -1.908
C -0.668 -2.015 -1.442
C -0.783 -0.863 -2.197
C -0.137 -0.695 -3.407
C 0.688 -1.714 -3.868
C 0.805 -2.870 -3.114
P 3.979 -4.108 -0.446
O 5.480 -4.119 -0.295
H 11.345 0.753 1.980
H 10.823 -0.517 0.859
H 11.429 -0.992 2.454
H 12.227 0.263 -0.689
H 13.959 0.361 -0.391
H 13.727 -1.479 -1.838
H 13.914 -2.285 -0.260
H 11.376 -2.455 -0.071
H 11.230 -1.678 -1.655
H 12.635 -4.307 -0.946
H 12.434 -3.732 -2.639
H 9.932 -3.802 -1.008
H 10.610 -5.436 -1.248
H 10.765 -4.434 -3.862
H 9.353 -3.510 -3.221
H 8.950 -5.935 -4.299
H 9.277 -6.449 -2.609
H 7.013 -4.716 -3.638
H 7.738 -4.347 -2.020
H 6.795 -6.185 -1.092
H 7.202 -7.269 -2.418
H 5.321 -6.792 -3.673
H 4.894 -5.311 -2.811
H 4.242 -8.145 -2.142
H 4.974 -7.292 -0.746
H 2.308 -7.266 -1.145
H 2.815 -5.813 -2.155
H 1.200 -6.361 0.383
H 1.826 -5.471 1.772
H 0.066 -4.199 0.934
H 1.422 -3.274 0.364
H 0.823 -5.082 -1.832
H -0.714 -4.777 -1.043
H -1.213 -2.128 -0.505
H -1.425 -0.045 -1.864
H -0.266 0.209 -4.000
H 1.209 -1.629 -4.820
H 1.448 -3.670 -3.486
H 3.533 -3.082 0.446
H 3.615 -3.743 -1.785
O -3.204 0.871 0.103
P -4.127 1.324 1.212
N -5.616 0.895 0.464
C -6.887 1.540 0.712
C -5.825 -0.545 0.339
N -3.789 3.020 1.035
C -4.403 3.758 -0.052
C -2.352 3.290 1.073
N -4.970 1.647 2.749
C -5.171 2.987 3.283
C -4.466 0.771 3.827
H -7.347 1.220 1.659
H -7.586 1.297 -0.093
H -6.817 2.627 0.725
H -6.109 -0.996 1.302
H -4.917 -1.039 -0.010
H -6.606 -0.763 -0.392
H -4.359 3.238 -1.016
H -3.938 4.739 -0.178
H -5.444 3.970 0.199
H -1.859 3.067 0.122
H -1.867 2.692 1.850
H -2.175 4.341 1.321
H -4.243 3.488 3.573
H -5.804 2.926 4.177
H -5.710 3.618 2.579
H -3.456 1.057 4.143
H -4.429 -0.268 3.481
H -5.126 0.796 4.697
O -7.728 5.574 0.238
P -8.553 5.955 1.457
N -10.068 5.545 0.732
C -11.336 6.188 1.003
C -10.277 4.106 0.595
N -8.219 7.661 1.288
C -8.866 8.405 0.217
C -6.784 7.945 1.276
N -9.385 6.265 3.016
C -9.576 7.595 3.578
C -8.852 5.382 4.076
H -11.785 5.866 1.953
H -12.042 5.948 0.204
H -11.260 7.273 1.018
H -10.544 3.644 1.558
H -9.375 3.617 0.226
H -11.071 3.894 -0.124
H -8.829 7.886 -0.747
H -8.396 9.384 0.095
H -9.907 8.623 0.462
H -6.326 7.732 0.305
H -6.266 7.345 2.030
H -6.608 8.995 1.525
H -8.638 8.087 3.848
H -10.186 7.508 4.484
H -10.132 8.239 2.901
H -7.839 5.673 4.375
H -8.814 4.347 3.719
H -9.495 5.394 4.958
```

Gap between HOMO and LUMO ... 0.093 hartree
Net charge ... -1
Largest force on an atom ... 0.1478 Eh/bohr
LUMO level ... -0.0011 hartree

Löwdin population analysis, charges in e, atoms 1 to 2: C -0.1145; O -0.1955

=====

Molar mass: 885.818, 737.953 (g mol⁻¹)